Here is 10 unconnected molecules or ions with the total composition C20H54FIN19O9P from OMol25. Energies are from ωB97M-V/def2-TZVPD.

```
105
Properties=species:S:1:pos:R:3:forces:R:3:lowdin_charge:R:1
I 0.526181 0.473254 -5.411549 0.4 -0.1 -0.2 0.79
P 3.240243 -1.234466 -4.214972 -0.1 -1.2 -1.1 0.81
F -0.156155 -1.269720 -0.223278 -0.3 -0.1 0.3 -0.08
O -7.609498 3.345931 5.200985 0.0 0.0 0.0 0.02
O 2.136455 9.672280 -3.887670 0.1 -0.1 -0.1 0.01
O -2.419903 -3.632867 -1.384466 0.0 0.0 0.0 0.01
O -7.478941 -3.885942 -0.119042 0.1 0.1 -0.1 0.01
O -3.717754 1.618364 2.926185 0.1 -0.1 0.1 0.03
O 3.106380 4.375639 -5.050977 0.1 0.2 -0.1 0.02
O -0.737959 -1.428109 5.165892 0.1 0.0 0.0 0.03
O 3.856853 -2.437188 4.266668 -0.1 -0.1 -0.1 0.01
O 2.000428 -7.756148 2.564694 0.0 0.0 0.0 0.02
N 0.177339 -2.139057 3.211967 0.3 -0.2 -0.1 0.14
N -4.992874 3.493392 2.947641 0.0 -0.2 -0.1 0.15
N 5.438363 -5.381477 -3.669209 0.1 0.2 -0.1 0.07
N -2.737324 3.603886 3.418517 0.1 0.0 0.1 0.16
N 4.879865 -0.472760 4.750184 0.1 -0.1 0.0 0.15
N -6.677036 -5.239922 1.511084 0.1 0.0 -0.1 0.16
N 2.616595 -0.541213 4.306557 0.0 -0.1 -0.1 0.17
N 4.178893 6.336568 -4.651454 0.1 0.0 0.1 0.16
N -4.543338 -4.019219 -2.090538 -0.1 -0.1 -0.1 0.16
N 1.917874 6.307503 -5.068125 -0.3 0.2 0.2 0.16
N 0.731829 -5.876255 2.584965 -0.1 0.0 0.0 0.15
N 1.781694 8.205457 -2.209432 -0.1 -0.1 0.0 0.16
N -4.152169 -2.685170 -0.264120 0.0 0.1 0.2 0.16
N -7.258476 3.872988 7.379474 -0.1 0.0 0.0 0.15
N -1.480289 -0.541032 3.212108 0.0 0.1 0.2 0.17
N -8.897533 -4.616076 1.489973 -0.1 0.1 -0.1 0.15
N -5.480123 3.461631 5.963241 0.1 0.0 -0.1 0.15
N 2.992913 -5.770219 3.033443 0.0 0.1 0.0 0.16
N 2.729262 10.267725 -1.778269 0.0 0.1 -0.1 0.15
C 0.209279 -1.951595 -1.393710 0.4 0.5 -0.4 -0.20
C -7.672095 -4.538861 0.895409 0.1 -0.1 0.2 -0.68
C 3.491636 1.450662 -2.291058 -0.1 0.5 0.0 -0.12
C 5.080085 -3.105188 -3.027231 -0.3 0.6 -0.1 -0.11
C 2.210580 9.402892 -2.697815 0.0 0.0 0.1 -0.69
C 5.688813 -4.324616 -2.908752 0.9 -0.4 1.0 -0.17
C 3.071411 5.589294 -4.931678 0.0 0.1 0.0 -0.66
C 3.784639 -1.227382 4.429647 0.0 0.1 0.0 -0.68
C 2.559354 0.497942 -4.618671 -0.1 1.0 0.6 -0.83
C 4.542289 -5.171799 -4.623583 -0.2 -1.2 -0.7 -0.17
C 3.878498 -3.995037 -4.839735 -0.3 0.4 -0.2 -0.11
C -0.689866 -1.368654 3.950268 -0.4 0.0 -0.2 -0.69
C 1.769743 -1.907148 -3.296980 0.1 0.0 0.9 -0.32
C 4.143818 -2.927957 -4.016544 -0.4 1.0 0.0 -0.37
C -6.833937 3.545893 6.120765 0.1 0.0 0.1 -0.68
C 2.634946 1.646016 -3.563210 -0.2 -0.2 0.1 -0.36
C -3.623254 -3.457933 -1.256665 -0.1 0.0 0.0 -0.68
C -3.810256 2.822947 3.083922 0.0 0.2 -0.3 -0.69
C 1.917729 -6.550716 2.717881 0.1 0.1 0.0 -0.69
C 1.212924 -1.077183 -2.131476 0.0 -0.5 0.2 -0.23
H 2.095291 -2.843483 -2.844891 0.2 0.0 -0.1 0.08
H 6.433060 -4.447845 -2.124091 0.0 -0.2 -0.1 0.10
H -0.668632 -2.135588 -2.007109 -0.2 -0.1 0.3 0.10
H 1.078997 5.798592 -5.278340 0.1 0.0 -0.1 0.11
H 2.535060 0.448327 4.436914 0.0 0.0 0.1 0.10
H 4.162399 7.335316 -4.552374 -0.1 0.0 0.0 0.09
H 5.304663 -2.279550 -2.361394 0.3 -0.1 0.1 0.09
H 1.796310 -1.078300 4.072558 0.1 0.3 0.0 0.05
H 3.162806 -3.898884 -5.648697 0.0 -0.1 -0.1 0.10
H 0.660698 -2.892870 -1.085999 -0.1 -0.1 0.0 0.12
H -3.510813 -2.252386 0.374052 0.0 0.0 0.0 0.10
H 3.290258 -1.485694 -5.619491 -0.2 0.1 0.1 0.04
H -9.079177 -5.144421 2.321385 0.0 0.0 0.0 0.09
H 3.053411 11.154939 -2.115593 0.0 0.0 0.0 0.10
H 5.047541 5.847463 -4.544946 0.0 0.0 0.0 0.10
H -6.811140 -5.781366 2.343293 0.0 0.0 0.0 0.10
H 3.876374 -6.231499 3.138976 0.0 0.0 0.0 0.10
H -4.198930 -4.596997 -2.833879 0.0 0.0 0.0 0.10
H 1.621424 1.883778 -3.247237 0.0 -0.1 0.1 0.04
H 0.740473 -0.141401 -2.423025 0.0 0.0 -0.1 0.07
H 1.875777 7.310022 -4.978495 0.1 0.0 -0.2 0.07
H -5.139668 -2.535408 -0.146890 0.0 -0.1 0.0 0.08
H -9.648550 -4.110005 1.059334 0.0 0.0 0.0 0.10
H -5.149144 3.218035 5.041969 -0.1 0.0 0.3 0.05
H 2.979670 2.545684 -4.071897 -0.1 -0.1 0.1 0.05
H 4.319883 -6.008413 -5.282941 0.1 -0.1 0.1 0.10
H -5.534739 -3.883822 -1.990043 0.0 0.0 0.1 0.08
H 1.830259 7.936094 -1.245747 0.0 0.0 0.0 0.10
H -2.136883 0.040712 3.704503 -0.1 0.0 -0.2 0.07
H 1.397033 7.564454 -2.879625 0.0 -0.1 0.1 0.08
H 3.691682 0.427945 -1.985781 0.0 0.0 -0.1 0.03
H -1.852610 3.144000 3.529513 0.0 0.0 0.0 0.10
H 2.947028 -4.775145 3.166955 0.1 0.0 0.1 0.07
H 3.125064 0.838516 -5.486235 0.1 -0.3 -0.1 0.02
H 2.974139 1.920913 -1.452619 0.0 0.0 0.0 0.07
H 4.426239 -0.673929 -3.664777 -0.3 0.3 0.2 0.04
H -2.792237 4.595425 3.553421 0.0 0.0 0.0 0.09
H -1.444663 -0.485656 2.210200 0.0 0.0 0.0 0.09
H -4.820928 3.623507 6.700265 -0.1 -0.1 0.1 0.09
H 4.430782 1.997431 -2.382028 0.2 -0.3 0.0 0.07
H -0.079271 -6.417165 2.352495 0.0 0.0 0.0 0.10
H 2.799306 10.062763 -0.800308 0.0 0.0 0.0 0.09
H 0.972363 -2.214110 -3.973944 0.1 0.4 -0.3 0.07
H -5.088068 4.483873 3.071909 0.0 0.0 0.0 0.11
H 5.754647 -0.952868 4.848098 0.0 0.0 0.0 0.10
H -6.639313 4.040742 8.148708 0.0 0.0 0.0 0.09
H -8.248075 3.942801 7.525042 0.0 0.0 0.0 0.10
H 0.777536 -2.769281 3.715806 -0.1 0.0 0.0 0.09
H -5.763446 -5.201346 1.096171 0.0 0.0 0.0 0.10
H 0.233015 -2.105577 2.207585 -0.1 0.1 0.0 0.09
H 0.636246 -4.887116 2.705667 0.0 0.0 0.0 0.06
H 1.995697 -0.863534 -1.400743 0.1 0.2 -0.2 0.11
H -5.805902 2.954837 2.702630 0.0 0.0 0.1 0.12
H 4.848926 0.518183 4.890401 0.0 0.0 0.0 0.09
```
Positions in Å, forces in eV/Å.

Summary:
- Energy: -3251.20243 Eh
- Lowest unoccupied orbital energy: 0.1 eV
- Gap between HOMO and LUMO: 8.30 eV
- SMILES string: CC[C@H](I)[PH2](CCCF)c1ccncc1.NC(N)=O.NC(N)=O.NC(N)=O.NC(N)=O.NC(N)=O.NC(N)=O.NC(N)=O.NC(N)=O.NC(N)=O

Here is C4H10O2 in the gas phase from OMol25. Energies are from ωB97M-V/def2-TZVPD.

```
16
Properties=species:S:1:pos:R:3:forces:R:3:lowdin_charge:R:1
O 0.933885 2.078831 0.966245 -0.1 0.0 -0.2 -0.08
O -1.304244 -2.532552 0.927791 0.0 0.2 -0.1 -0.07
C -0.535072 -0.286321 0.291148 0.8 -0.5 0.1 -0.20
C -0.675833 -1.745714 -0.087796 0.1 -0.4 0.6 -0.28
C 0.220714 0.497778 -0.789708 -0.2 0.4 0.1 -0.18
C 1.321824 1.419506 -0.243769 -0.5 -0.1 0.5 -0.25
H 0.649099 -0.208655 -1.505551 0.1 0.2 -0.1 0.11
H 0.011181 -0.203020 1.233201 -0.1 0.0 0.1 0.12
H -1.248626 -1.795464 -0.986929 -0.7 -0.2 -0.8 0.10
H 1.516265 2.179362 -0.995862 0.5 -0.1 -0.2 0.11
H -1.539868 0.082249 0.456305 -0.2 0.4 0.1 0.12
H 0.257851 -2.255549 -0.326933 0.4 0.3 0.2 0.12
H -1.586678 -1.935499 1.625245 -0.1 0.0 0.1 0.07
H 2.219761 0.868525 0.034267 0.0 0.0 -0.2 0.12
H 0.219997 2.686317 0.749917 0.0 0.0 0.1 0.09
H -0.460254 1.150205 -1.347571 -0.1 -0.3 0.0 0.11
```
Positions in Å, forces in eV/Å.

Summary:
- Energy: -308.85730 Eh
- Lowest unoccupied orbital energy: 0.9 eV
- Relative energy (zero: lowest compared OMol25 entry of this formula, charge and spin): 107.3 kJ/mol
- Gap between HOMO and LUMO: 11.07 eV
- SMILES string: OCCCCO

Here is a molecular structure, C23H23N5OOsSSbTe from OMol25. Energies are from ωB97M-V/def2-TZVPD.

```
56
Properties=species:S:1:pos:R:3:forces:R:3:lowdin_charge:R:1
Os 11.513082 12.084015 6.917203 -1.0 -1.2 -0.5 1.33
Te 13.089451 11.416582 4.663643 0.4 0.4 0.1 0.97
Sb 15.644143 11.704062 6.779029 -0.4 -0.4 0.5 1.29
S 13.738138 8.597921 6.420214 0.2 -0.4 0.3 0.93
O 12.126482 14.027471 7.055185 -0.3 1.1 0.5 -0.24
N 9.860346 12.688441 5.607750 -0.3 -1.1 0.0 -0.10
N 12.508195 10.971427 8.565650 0.1 0.9 -0.3 0.08
N 14.158239 14.366878 11.173787 2.1 1.8 3.3 0.19
N 12.727681 15.743471 8.437184 -0.2 0.0 -1.4 0.21
N 9.013790 11.818550 5.256943 0.9 -0.2 0.9 0.16
C 8.390467 14.586192 5.175793 0.4 -0.1 -0.6 -0.02
C 9.629671 14.008950 5.125842 0.6 -0.6 0.1 -0.27
C 17.554079 11.045964 6.183386 0.6 0.5 0.2 -0.31
C 12.517693 14.415206 8.214600 2.0 0.9 0.4 -0.45
C 8.219158 15.882541 4.761740 -0.3 1.3 0.9 -0.06
C 12.524696 8.525753 4.200401 0.0 0.2 -1.1 -0.27
C 9.329770 16.693567 4.496378 0.4 -2.2 0.2 -0.04
C 15.814199 13.797935 7.224462 -0.6 -0.1 0.9 -0.28
C 13.153978 9.390167 5.024192 -0.1 0.3 0.5 -1.03
C 10.607014 16.058756 4.507718 0.5 2.4 -1.3 -0.06
C 12.954493 13.418514 9.164309 -0.3 2.3 0.1 -0.22
C 10.334779 10.422807 6.743062 1.1 1.3 1.7 -0.30
C 15.628615 10.821349 8.779200 -1.6 0.5 -0.7 -0.27
C 8.796553 8.235673 6.047449 0.9 1.8 0.2 -0.04
C 9.770700 8.145994 7.004101 -0.1 -3.2 -0.1 -0.07
C 12.701371 12.146163 8.769070 -1.1 -2.0 -0.5 -0.37
C 13.632475 13.848738 10.331117 -2.0 -1.9 -3.2 -0.23
C 12.567018 7.202800 4.645682 0.5 0.0 0.5 -0.18
C 10.508132 9.216402 7.397643 1.1 0.0 1.2 -0.13
C 13.212541 7.073760 5.847217 -0.9 -0.1 -1.1 -0.38
C 9.277733 10.563837 5.866653 0.3 1.1 -1.0 -0.30
C 8.586705 9.463189 5.487943 -1.9 -0.4 -1.0 -0.02
C 10.735331 14.696817 4.709739 0.0 1.6 0.3 -0.08
H 17.707094 10.083865 5.696793 -0.5 0.0 0.2 0.02
H 15.095648 14.436256 6.701394 0.1 -0.4 -0.1 0.01
H 16.790320 14.237773 7.182813 0.7 0.0 -0.4 0.01
H 9.131095 17.719980 4.289644 0.5 0.6 -0.1 0.10
H 15.551850 13.797016 8.295107 0.0 0.1 -0.3 0.00
H 12.694541 16.414128 7.628706 -0.2 -1.3 1.3 0.16
H 17.913880 11.826841 5.531657 0.3 0.2 -0.3 0.00
H 7.816675 9.481629 4.748319 -0.4 0.6 -0.5 0.12
H 12.139248 8.837285 3.244562 -0.3 0.0 -0.1 0.10
H 14.861405 10.029694 8.632754 0.8 0.3 0.6 -0.04
H 7.215243 16.320479 4.887516 0.6 -0.2 -0.5 0.12
H 11.697480 14.248936 4.672491 0.6 -0.3 0.0 0.06
H 15.262719 11.562288 9.503184 0.0 -0.2 -0.3 0.00
H 13.225911 6.098891 6.290893 0.7 0.1 0.8 0.08
H 16.583826 10.487214 9.117273 0.7 -0.4 -0.1 0.01
H 8.174029 7.494876 5.692280 -0.8 -2.0 -0.3 0.10
H 11.207551 9.068097 8.249607 -0.4 0.4 -1.1 0.10
H 9.998528 7.109084 7.307824 0.0 0.8 0.6 0.13
H 11.533670 16.699224 4.258504 -1.6 -1.2 0.4 0.14
H 18.126907 11.105931 7.112411 0.1 -0.2 -0.2 0.02
H 12.211543 6.390321 4.055012 -0.3 -0.5 -0.1 0.11
H 13.194315 16.080221 9.273560 -0.2 -0.4 -0.1 0.11
H 7.599864 13.991244 5.507029 -1.3 -0.7 0.5 0.10
```
Positions in Å, forces in eV/Å.

Summary:
- Energy: -2235.96065 Eh
- Multiplicity: 5
- Charge: +1
- Lowest unoccupied orbital energy (alpha / beta): -3.8 / -5.4 eV
- Relative energy (zero: lowest compared OMol25 entry of this formula, charge and spin): 0.0 kJ/mol
- Gap between HOMO and LUMO (alpha / beta): 6.55 / 6.00 eV
- Expectation value of S²: 6.03

| no. | M (u) | strongest force on any atom (eV/A) |
| --- | --- | --- |
| 1 | 881.652 | 1.6 |
| 2 | 90.122 | 1.1 |
| 3 | 857.128 | 4.3 |